Density functional theory data (ωB97M-V/def2-TZVPD) for a 6-piece molecular cluster, C36H89N5 overall at a distorted geometry.

Spin multiplicity: 1
ΔE to the lowest compared entry with this formula, charge and spin: 161.4 kcal per mole
Largest force on an atom: 0.353 hartree/bohr
SMILES: CCN(CC)CC.CCN(CC)CC.CCN(CC)CC.CCN(CC)CC.CCN(CC)CC.CCCCCC
Highest occupied orbital energy: -7.9043 eV

XYZ file:
```
130
Properties=species:S:1:pos:R:3:forces:R:3:mulliken_charge:R:1
C 155.830000 100.452000 60.582000 2.841 1.540 -2.080 -1.357
C 157.220000 101.015000 61.155000 -0.560 -1.965 -2.339 -0.514
N 158.129000 101.248000 60.034000 0.460 2.768 -0.758 0.154
C 159.193000 102.412000 60.181000 -0.169 -4.254 1.469 -1.139
C 160.193000 102.063000 61.316000 0.132 0.688 -0.746 -0.543
C 158.636000 100.008000 59.565000 1.488 0.386 -1.218 -0.495
C 159.370000 100.085000 58.234000 -4.925 0.938 -0.606 -1.536
H 155.199000 100.640000 61.338000 -2.690 0.052 2.939 0.550
H 155.822000 99.389000 60.322000 -0.009 0.479 -0.340 0.324
H 155.482000 101.216000 59.802000 0.687 -1.602 0.480 0.266
H 157.688000 100.263000 61.800000 -0.255 0.095 0.579 0.206
H 156.911000 101.871000 61.683000 0.329 1.345 0.666 0.536
H 158.638000 103.222000 60.470000 -1.543 2.070 0.826 0.478
H 159.708000 102.732000 59.292000 -0.022 -0.699 -0.742 0.395
H 161.039000 102.752000 61.300000 -0.016 0.173 0.142 0.430
H 160.628000 101.085000 61.272000 0.165 -0.693 -0.686 -0.281
H 159.752000 102.071000 62.294000 -0.498 0.393 0.505 0.507
H 157.957000 99.194000 59.555000 -1.692 -0.184 -0.657 0.650
H 159.257000 99.581000 60.253000 2.628 -0.953 2.559 0.345
H 159.808000 99.231000 57.859000 0.295 -2.619 -0.485 0.632
H 160.137000 100.746000 58.084000 1.614 2.436 0.351 0.247
H 158.465000 100.391000 57.590000 1.750 -0.361 0.007 0.100
C 164.903000 98.148000 63.194000 0.834 -9.429 -2.361 -2.084
C 163.636000 97.924000 62.553000 -4.072 -0.402 1.098 0.541
N 162.353000 97.676000 63.437000 1.640 1.995 2.242 -0.132
C 162.067000 98.839000 64.441000 -5.722 -1.116 -10.137 -1.757
C 161.771000 100.182000 63.802000 5.493 2.556 6.981 0.282
C 161.204000 97.454000 62.660000 -4.009 -2.756 0.204 0.276
C 161.121000 95.986000 62.237000 -6.350 1.775 11.386 -1.915
H 165.039000 98.843000 63.775000 0.775 8.244 5.453 0.618
H 165.732000 98.057000 62.524000 0.398 0.216 -0.713 0.445
H 165.109000 97.311000 63.932000 -0.232 0.217 -0.829 0.358
H 163.625000 97.215000 61.762000 0.207 -1.119 -0.296 0.331
H 163.342000 98.787000 62.096000 -0.509 2.747 -1.830 -0.121
H 162.749000 98.880000 65.005000 10.237 0.739 7.641 0.913
H 161.334000 98.488000 65.037000 -3.161 -1.082 1.487 0.680
H 161.389000 100.914000 64.568000 -0.544 -0.881 -1.021 0.410
H 161.324000 100.039000 62.992000 -4.782 -0.597 -6.517 -0.541
H 162.703000 100.766000 63.494000 -0.583 -1.111 0.324 0.203
H 161.005000 98.051000 61.828000 0.739 1.405 -2.160 -0.060
H 160.085000 97.548000 63.011000 2.318 0.582 1.395 0.304
H 160.232000 95.589000 61.901000 -2.802 -0.046 -0.596 0.671
H 161.380000 95.274000 63.031000 0.314 0.565 0.140 0.361
H 161.634000 95.860000 61.557000 9.834 -2.538 -11.870 0.325
C 161.534000 102.489000 53.171000 -5.151 4.158 0.134 -2.082
C 160.153000 101.947000 52.773000 -0.002 1.314 -2.575 -0.491
N 159.924000 100.567000 53.189000 0.707 1.929 1.919 0.569
C 158.531000 100.364000 53.508000 0.153 -4.172 -2.569 -0.547
C 157.693000 100.480000 52.207000 1.757 2.130 1.055 -1.236
C 160.740000 99.658000 52.418000 -2.646 -1.399 -2.393 -0.069
C 160.660000 98.220000 52.824000 -8.167 3.373 -7.761 -3.378
H 161.671000 102.757000 54.188000 -0.559 0.167 1.194 0.349
H 161.777000 103.389000 52.599000 -0.674 0.532 0.051 0.473
H 162.327000 102.025000 52.944000 5.593 -4.881 -1.836 0.818
H 160.023000 101.933000 51.586000 0.695 0.311 1.921 0.317
H 159.392000 102.806000 53.010000 0.890 -2.252 0.386 0.314
H 158.137000 100.892000 54.339000 0.175 0.810 0.779 0.529
H 158.397000 99.202000 53.709000 0.303 2.288 0.269 0.042
H 157.646000 101.497000 51.737000 0.449 -1.025 0.211 0.249
H 156.761000 100.280000 52.556000 -3.203 -0.894 0.304 0.525
H 158.098000 99.690000 51.632000 -0.055 -0.436 -1.378 0.309
H 161.769000 99.874000 52.457000 1.180 0.968 0.146 0.313
H 160.447000 99.559000 51.341000 0.194 1.212 0.075 0.278
H 160.780000 98.297000 53.678000 2.916 0.099 14.873 1.194
H 161.185000 97.607000 52.371000 5.958 -5.176 -4.272 1.085
H 159.708000 97.665000 52.797000 -0.543 0.921 -0.504 0.394
C 165.649000 106.118000 61.376000 0.262 -1.942 1.449 -1.068
C 164.301000 106.584000 61.000000 3.505 -14.605 -10.196 -1.553
N 164.229000 106.756000 59.522000 -2.580 1.338 -0.954 0.100
C 163.995000 105.578000 58.609000 -3.763 2.558 -0.688 -0.543
C 162.771000 104.639000 58.975000 5.982 -2.013 0.491 -1.236
C 163.231000 107.823000 59.284000 -1.344 -3.462 -6.426 -0.620
C 163.370000 108.549000 57.899000 4.849 -4.057 -0.523 -1.196
H 166.028000 105.293000 60.694000 -0.698 0.353 1.404 0.219
H 165.555000 105.904000 62.513000 0.928 -0.237 -1.872 0.317
H 166.374000 106.873000 61.197000 0.540 1.026 0.159 0.338
H 164.081000 107.281000 61.421000 -3.896 15.348 7.940 1.235
H 163.476000 105.968000 61.297000 -0.300 -1.501 0.385 0.484
H 164.831000 105.047000 58.815000 2.731 -2.123 -0.541 0.311
H 163.858000 105.999000 57.435000 0.849 -1.380 3.447 0.011
H 162.891000 104.204000 59.987000 0.329 0.167 -0.371 0.246
H 162.757000 103.793000 58.299000 0.250 -0.328 -0.293 0.317
H 161.864000 104.971000 58.979000 -5.375 2.917 -0.295 0.757
H 163.463000 108.506000 59.874000 1.829 5.977 5.841 0.618
H 162.093000 107.771000 59.316000 1.037 -1.386 0.573 0.219
H 163.243000 107.716000 57.157000 0.072 1.023 0.162 0.274
H 164.427000 109.024000 57.641000 -2.341 -0.744 0.886 0.235
H 162.567000 109.129000 57.804000 -2.872 2.969 -0.609 0.500
C 164.419000 102.879000 55.245000 4.115 0.345 0.705 -1.357
C 164.754000 102.005000 56.504000 -2.987 -3.927 -6.095 -0.985
N 163.603000 101.214000 57.014000 0.990 0.539 1.891 0.785
C 162.893000 100.239000 56.151000 2.806 2.946 -3.474 0.950
C 163.685000 99.161000 55.434000 1.036 -4.352 3.103 -0.731
C 164.030000 100.465000 58.194000 -0.256 -0.706 0.502 -1.350
C 162.876000 100.306000 59.107000 1.158 -0.764 0.591 -0.157
H 164.234000 102.290000 54.367000 0.834 -0.414 -0.699 0.429
H 165.349000 103.689000 55.167000 -2.390 -2.255 -0.380 0.273
H 163.558000 103.421000 55.262000 -2.476 1.882 0.981 0.360
H 165.274000 102.628000 57.072000 1.572 2.031 3.743 0.848
H 165.422000 101.225000 56.071000 0.538 0.663 0.468 0.465
H 162.683000 100.855000 55.262000 -1.402 0.105 0.576 -0.704
H 162.086000 99.800000 56.641000 -1.562 -0.129 0.664 -0.303
H 164.763000 99.368000 55.210000 -1.029 -0.070 0.214 0.273
H 163.200000 98.697000 54.565000 -0.054 0.686 0.083 0.226
H 163.641000 98.162000 56.248000 0.754 2.468 -2.368 -0.087
H 164.800000 100.775000 58.884000 0.910 1.258 -0.794 0.562
H 164.337000 99.466000 57.899000 0.403 -0.356 -0.140 0.157
H 163.192000 99.975000 60.063000 0.562 -1.737 0.854 0.236
H 162.198000 99.665000 58.645000 -1.846 -0.768 -0.039 0.109
H 162.559000 101.204000 59.495000 -1.644 2.588 -0.320 0.102
C 159.414000 94.954000 54.552000 0.221 2.965 2.647 -1.206
C 160.134000 94.306000 55.695000 -4.087 0.374 1.843 -0.686
C 161.338000 95.002000 56.059000 1.679 -1.021 2.014 -0.276
C 161.999000 94.302000 57.375000 -0.893 6.235 0.039 -1.014
C 163.192000 95.118000 57.984000 -3.357 0.246 2.510 -1.210
C 162.975000 96.489000 58.725000 4.545 -1.041 -6.575 -1.359
H 159.963000 94.930000 53.689000 1.605 0.362 -2.368 0.405
H 159.208000 96.108000 54.902000 0.185 -2.844 -1.205 0.062
H 158.567000 94.402000 54.367000 -2.476 -0.688 -0.457 0.487
H 160.236000 93.260000 55.712000 0.549 -1.605 -1.047 0.507
H 159.315000 94.343000 56.496000 1.194 0.341 -0.216 0.273
H 161.139000 96.048000 56.078000 -0.406 1.173 1.543 0.157
H 161.848000 95.098000 55.133000 1.982 -0.971 -0.769 0.439
H 162.389000 93.372000 57.298000 0.610 -3.127 -0.990 0.589
H 161.245000 94.348000 58.170000 -0.301 -0.454 -0.396 0.301
H 163.888000 95.154000 57.266000 2.849 0.820 -2.681 0.591
H 163.589000 94.496000 58.720000 0.832 -1.414 1.311 0.477
H 162.223000 96.593000 59.316000 -4.368 0.147 4.365 1.130
H 162.757000 97.141000 57.898000 -0.552 0.805 -0.519 -0.093
H 163.937000 96.906000 58.988000 0.159 -0.205 1.006 0.343
```
Positions in Å, forces in eV/Å.